Here is a 2-piece molecular cluster, C4H8O2 overall from OMol25. Energies are from ωB97M-V/def2-TZVPD.

The SMILES is C1=COCCO1.[H][H]. The spin multiplicity is 1. The LUMO energy is 1.1 eV. For the highest occupied orbital energy, the calculation gives -8.309 eV.

Each line ends with the Mulliken charge.
Element x y z (Å)
O1 -0.6000 1.1190 -0.1548  -0.351
O2 0.5813 -1.1390 1.1467  -0.380
C1 0.7919 1.0274 0.0972  -0.394
C2 -1.3099 0.1873 0.5529  -0.221
C3 -0.7570 -0.8515 1.1812  -0.161
C4 1.2407 -0.4282 0.1136  -0.324
H1 -2.3764 0.3758 0.5580  0.354
H2 -1.3329 -1.5541 1.7710  0.352
H3 -1.0469 0.1139 -2.6849  0.031
H4 -0.8962 -0.6002 -2.5453  -0.036
H5 1.0146 -0.8937 -0.8558  0.221
H6 1.2956 1.5843 -0.6975  0.314
H7 1.0195 1.4911 1.0668  0.274
H8 2.3135 -0.5063 0.3088  0.322

***

Here is C28H27NO6PPbS as an isolated structure from OMol25. Energies are from ωB97M-V/def2-TZVPD.

The spin multiplicity is 1. The total charge is -1. The LUMO energy is 2.1 eV. For the highest occupied orbital energy, the calculation gives -5.663 eV.

Each line ends with the Mulliken charge.
Element x y z (Å)
Pb1 -1.9663 1.4032 -1.9845  1.161
S1 4.7957 -0.8248 0.0919  1.269
P1 -1.1727 -0.6137 -0.1057  0.886
O1 -4.6214 1.3620 1.4524  -0.657
O2 5.9112 -1.3227 -0.6927  -0.749
O3 -3.7633 1.1219 -0.5997  -0.751
O4 3.8960 -1.8764 0.5687  -0.591
O5 5.1382 0.1557 1.1134  -0.740
O6 -0.9456 3.0401 -1.1328  -0.672
N1 0.6649 1.8350 -3.2912  -0.450
C1 1.7671 1.2788 -2.5963  0.539
C2 1.6037 -3.4957 -1.1036  -0.684
C3 1.1502 -3.8854 -2.3534  -0.436
C4 -2.5519 -2.8227 0.8513  -0.766
C5 -1.6973 3.2736 1.1695  -1.256
C6 -3.6061 -3.5001 1.4386  -0.801
C7 -2.6529 -1.4643 0.5443  0.441
C8 1.2798 0.5856 3.5803  -0.964
C9 3.3852 1.3860 -0.8158  -0.490
C10 -4.0864 0.7045 0.5750  0.097
C11 -0.2193 -1.9332 -0.9168  0.454
C12 3.7549 0.0747 -1.0565  -0.350
C13 -0.0794 0.3370 3.7267  -0.708
C14 3.1787 -0.6105 -2.1214  -0.668
C15 -4.8707 -1.4626 1.4754  -0.696
C16 -3.8307 -0.7747 0.8533  0.691
C17 -0.8437 -0.0499 2.6356  -0.553
C18 -4.7716 -2.8142 1.7531  -0.567
C19 2.3962 1.9909 -1.5835  -0.140
C20 2.1841 -0.0221 -2.8803  -0.581
C21 1.1128 0.1158 1.2401  0.194
C22 0.0094 -3.3009 -2.8933  -0.692
C23 -0.5521 3.3877 0.1783  1.779
C24 -0.2432 -0.1630 1.3840  1.031
C25 0.9162 -2.5290 -0.3798  0.148
C26 -0.6636 -2.3219 -2.1830  -0.877
C27 -0.0001 4.8062 0.1377  -1.744
C28 1.8844 0.4664 2.3362  -0.980
H1 3.8494 1.9123 0.0082  0.485
H2 -5.5988 -3.3318 2.2229  0.376
H3 1.3173 -2.2293 0.5786  0.378
H4 1.6971 -0.5820 -3.6719  0.299
H5 -2.5426 3.8863 0.8496  0.327
H6 -3.5110 -4.5554 1.6608  0.428
H7 1.8739 0.8617 4.4425  0.393
H8 0.2560 2.7161 0.5033  -0.359
H9 2.0801 3.0059 -1.3701  0.338
H10 1.6927 -4.6338 -2.9178  0.376
H11 -0.3456 -3.5971 -3.8726  0.390
H12 -0.5486 0.4320 4.6979  0.407
H13 0.5069 2.8024 -3.0376  0.258
H14 0.3844 5.1041 1.1157  0.355
H15 0.8108 4.8793 -0.5896  0.393
H16 -1.5454 -1.8577 -2.6144  0.393
H17 -1.8996 -0.2550 2.7625  0.328
H18 -5.7574 -0.9024 1.7404  0.488
H19 -1.6339 -3.3529 0.6309  0.399
H20 2.5145 -3.9002 -0.6821  0.491
H21 3.4858 -1.6292 -2.3186  0.553
H22 0.7089 1.7154 -4.2933  0.212
H23 -1.3835 3.5889 2.1675  0.401
H24 1.5836 0.0247 0.2710  -0.082
H25 -2.0475 2.2451 1.2499  0.038
H26 -0.7890 5.5022 -0.1574  0.396
H27 2.9512 0.6132 2.2080  0.415

***

Here is a single C2H2N2S3 molecule at a distorted geometry from OMol25. Energies are from ωB97M-V/def2-TZVPD.

The SMILES is S=C1NSC=NS1. The spin multiplicity is 1. The LUMO energy is -0.7 eV. For the highest occupied orbital energy, the calculation gives -8.809 eV.

Each line ends with the Mulliken charge.
Element x y z (Å)
S1 0.4189 1.5902 -0.7785  -0.016
S2 2.9855 -0.0155 0.0288  -0.295
S3 -1.0940 -0.9517 -0.6474  -0.039
N1 0.6064 -0.9039 -0.0840  -0.396
N2 -1.1336 1.5123 0.3932  -0.358
C1 -1.6772 0.3008 0.5362  -0.030
C2 1.3690 0.1197 -0.2917  0.320
H1 -2.5198 0.2860 1.1638  0.465
H2 1.0449 -1.9381 -0.3204  0.348

***

Here is C5H9NS2 as an isolated structure at a distorted geometry from OMol25. Energies are from ωB97M-V/def2-TZVPD.

The spin multiplicity is 1. The LUMO energy is 0.3 eV. For the highest occupied orbital energy, the calculation gives -8.275 eV.

Each line ends with the Mulliken charge.
Element x y z (Å)
S1 -1.1260 -1.8268 -0.2100  -0.085
S2 -3.3320 -0.2126 -0.4791  -0.280
N1 0.6431 0.4456 -1.0259  -0.224
C1 -1.0610 0.8189 0.8329  -0.729
C2 -1.8237 -0.2994 0.0569  0.279
C3 1.4951 -0.5695 -0.4120  -0.599
C4 0.6425 -1.5900 0.2758  -0.592
C5 -0.0455 1.4420 -0.1266  -0.559
H1 -0.5339 0.2479 1.5909  0.163
H2 2.0666 -0.8906 -1.2165  0.469
H3 2.2065 -0.2820 0.3709  0.205
H4 0.9477 0.9437 -1.8519  0.219
H5 -1.7733 1.3905 1.3034  0.510
H6 1.0298 -2.6174 -0.0015  0.316
H7 0.6282 2.2577 0.4018  0.227
H8 -0.7040 2.0568 -0.8881  0.346
H9 0.7398 -1.3149 1.3789  0.333

***

Here is C45H39CaF3N7O6S2 as an isolated structure at a distorted geometry from OMol25. Energies are from ωB97M-V/def2-TZVPD.

The spin multiplicity is 1. The total charge is -1. The LUMO energy is 1.6 eV. For the highest occupied orbital energy, the calculation gives -2.973 eV.

Each line ends with the Mulliken charge.
Element x y z (Å)
Ca1 -1.9109 1.4047 1.9671  1.932
S1 -3.3039 2.6786 -5.0176  -0.168
S2 -1.2620 -3.0139 -0.9184  -0.299
F1 -2.3269 6.0013 3.1291  -0.265
F2 -3.0435 6.4796 1.1305  -0.264
F3 -4.4128 5.5498 2.6331  -0.251
O1 -6.7184 0.0686 1.9199  -0.528
O2 -1.6941 3.6551 1.9591  -0.772
O3 -3.9516 0.3646 2.2338  -0.469
O4 -3.6374 3.6324 0.8872  -0.587
O5 0.2970 0.8264 2.7417  -0.018
O6 0.8008 1.0521 -2.0638  -0.604
N1 -0.5727 -0.2503 4.6333  -1.067
N2 1.1319 -3.0804 -2.0269  0.199
N3 -2.2862 1.4405 -0.7280  1.079
N4 -0.5457 -0.1071 -7.4854  -0.619
N5 -1.7546 -0.2213 3.8997  0.350
N6 0.0392 -1.0321 -2.0072  0.561
N7 0.8174 -0.0802 1.6711  -0.501
C1 1.0397 -0.1008 -1.7263  -0.945
C2 2.5608 -4.3060 -5.3027  -1.389
C3 3.8683 -1.0043 0.7820  -0.392
C4 3.6803 1.5498 0.8061  -0.594
C5 -3.1483 5.5663 2.1320  0.699
C6 -2.8683 2.1834 -3.3077  -0.227
C7 0.4264 0.2641 4.0547  0.247
C8 -1.2885 -0.5644 -6.4767  -0.513
C9 4.2912 0.6333 5.4177  -1.242
C10 -2.1499 0.2102 -5.7180  -0.218
C11 2.4299 -1.1423 0.2525  -0.070
C12 -1.3648 2.1037 -6.9336  -0.267
C13 1.7780 0.2439 4.5123  1.140
C14 4.9255 2.0113 0.7021  -0.809
C15 4.3042 0.2875 2.9126  0.334
C16 -1.5213 2.2911 -1.3859  -0.831
C17 -6.3417 0.2628 0.5634  -0.419
C18 -0.5687 1.2191 -7.6639  -0.335
C19 -4.5995 -0.5190 2.9535  0.550
C20 2.3075 -0.4978 -1.0851  1.147
C21 4.7890 -0.6478 -1.4058  -1.302
C22 3.4716 0.2791 1.6254  2.143
C23 2.4531 1.3853 4.1138  -1.668
C24 0.0350 -2.3631 -1.6923  -0.187
C25 -3.9082 -1.3547 3.8826  0.490
C26 2.3104 -0.7359 5.3630  -1.535
C27 -6.5916 -1.8809 3.2840  -0.468
C28 -1.7818 2.7104 -2.6606  -0.524
C29 3.4382 -0.1548 -1.7678  -0.353
C30 -3.3412 0.9312 -1.3005  -0.920
C31 4.9681 -1.1668 -0.1697  -0.830
C32 -2.2125 1.5767 -5.9644  0.359
C33 3.9331 1.2343 4.1400  0.406
C34 -5.8909 -2.7336 4.1337  -0.781
C35 3.6146 -0.4379 5.8930  -0.261
C36 1.7598 -3.0747 -3.3398  -0.528
C37 5.7156 0.5553 2.4818  -1.369
C38 -3.6839 1.2643 -2.6454  -0.358
C39 2.0521 -0.1885 1.4345  -0.658
C40 6.0275 1.4114 1.4830  -0.642
C41 1.5430 -4.2989 -4.1891  -0.285
C42 -5.9725 -0.8024 2.6775  0.140
C43 -2.5922 -1.0694 4.3787  -0.624
C44 -2.7633 4.1420 1.6157  0.697
C45 -4.6380 -2.3329 4.5535  -0.800
H1 -0.7259 2.7609 -0.8517  0.571
H2 -1.1909 3.4205 -3.2297  0.469
H3 -7.6587 -2.0246 3.0550  0.368
H4 -6.2382 1.3044 0.4206  0.314
H5 1.4546 -2.1301 -3.8280  0.322
H6 -7.0634 -0.1903 -0.1167  0.328
H7 -2.8099 -0.2647 -5.0012  0.411
H8 7.0421 1.6797 1.2334  0.478
H9 2.8597 -2.9334 -3.1536  0.158
H10 6.5134 0.0639 3.0778  0.328
H11 3.5570 -4.3637 -4.9387  0.365
H12 0.0578 1.6486 -8.4434  0.347
H13 -5.3605 -0.1944 0.4578  -0.054
H14 4.1575 -0.7229 3.3842  0.461
H15 2.7978 1.8775 0.1849  0.293
H16 -0.9153 -0.6684 -1.9894  -0.210
H17 0.5118 -4.2958 -4.4975  0.310
H18 1.7769 -1.5969 5.7569  0.399
H19 2.4589 -3.3458 -5.7665  0.338
H20 2.4374 -5.0235 -6.0686  0.422
H21 3.9690 -1.7992 1.5474  0.672
H22 2.0631 2.1993 3.5465  0.576
H23 1.9103 -2.1278 0.3794  0.618
H24 4.4590 2.1738 3.9485  0.679
H25 -1.2716 3.1447 -7.1396  0.416
H26 5.6179 -0.6725 -2.0763  0.492
H27 3.2521 0.1570 -2.7628  0.642
H28 5.1708 0.9995 5.9021  0.391
H29 3.9618 -0.9278 6.7855  0.439
H30 -1.1799 -1.6173 -6.3532  0.510
H31 -6.4153 -3.5606 4.5629  0.391
H32 -4.6031 0.9471 -3.1133  0.563
H33 1.5814 -5.1959 -3.5224  0.301
H34 1.0498 -3.9935 -1.6196  0.301
H35 -2.2790 -1.7126 5.2324  0.267
H36 5.8864 -1.6624 0.2408  0.379
H37 5.1289 2.8932 0.1301  0.531
H38 -3.9704 0.3176 -0.6824  0.350
H39 -4.1546 -2.8716 5.3363  0.344

***

Here is a 2-piece molecular cluster, C3H4N3O2S overall at a distorted geometry from OMol25. Energies are from ωB97M-V/def2-TZVPD.

The spin multiplicity is 1. The total charge is -1. The LUMO energy (spin up / spin down) is 3.7 / 3.7 eV. For the highest occupied orbital energy (spin up / spin down), the calculation gives -4.117 / -4.116 eV.

Each line ends with the Mulliken charge.
Element x y z (Å)
S1 0.8791 -1.0624 -1.7712  0.502
O1 1.6377 -1.6254 -0.6312  -0.562
O2 1.2964 0.3368 -2.1293  -0.613
N1 -2.4573 -2.2563 0.1256  -0.964
N2 -1.4589 -1.5553 -0.2178  0.505
N3 1.1767 0.8426 2.5721  -0.478
C1 0.4211 1.8463 0.3534  -0.549
C2 -0.8107 -0.8220 -0.9274  -0.019
C3 0.8298 1.3643 1.6056  0.468
H1 0.9226 2.7368 -0.0796  0.285
H2 -2.3314 -2.7740 1.0470  0.189
H3 0.4968 0.9484 -0.3163  -0.034
H4 -0.6019 2.0202 0.3692  0.271

***

Number 1: E_tot -8370.424 eV. Number 2: E_tot -68625.329 eV. Number 3: E_tot -37589.304 eV. Number 4: E_tot -28489.867 eV. Number 5: E_tot -118273.273 eV. Number 6: E_tot -22574.174 eV.